Entry 1:
Formula: C16H15Cl2N2O3PdS5
Source: the Open Molecules 2025 dataset
Level of theory: ωB97M-V/def2-TZVPD

Positions of all 44 atoms, in Å:
1 Pd -2.0387 1.1696 0.7525
2 S -3.0691 8.0736 -0.5756
3 C -2.8622 6.5223 -0.2617
4 S -3.2984 5.2458 -1.3976
5 C -2.8375 3.9097 -0.4287
6 C -2.2845 4.2461 0.8947
7 S -1.8255 3.0857 1.9542
8 S -2.1688 5.9237 1.2422
9 S -3.0104 2.3536 -0.9220
10 Cl 0.0817 -5.7451 0.4845
11 C -0.5576 -4.1531 0.2710
12 C -1.0758 -3.7852 -0.9824
13 C -1.5831 -2.5315 -1.1852
14 Cl -2.1996 -2.0986 -2.7371
15 C -1.6188 -1.5542 -0.1496
16 O -2.1639 -0.4130 -0.4198
17 C -1.0619 -1.9433 1.0991
18 C -0.9618 -1.0755 2.2208
19 O -1.2731 0.1271 2.3098
20 C -0.5497 -3.2512 1.2900
21 H -1.0723 -4.4977 -1.7964
22 H -0.5498 -1.5160 3.1347
23 H -0.1443 -3.5251 2.2556
24 C 0.3333 0.7127 -2.3118
25 N 1.0424 -0.0088 -1.2706
26 C 1.9405 -1.0528 -1.7485
27 C 2.4297 -1.9064 -0.5999
28 C 2.9780 -1.0143 0.4916
29 N 1.9744 -0.0330 0.8844
30 C 2.2473 0.7062 2.1072
31 C 1.1645 0.5715 -0.0402
32 O 0.5064 1.5780 0.2669
33 H -0.1639 -0.0034 -2.9660
34 H 1.0168 1.3249 -2.9083
35 H -0.4136 1.3580 -1.8643
36 H 2.7862 -0.6014 -2.2822
37 H 1.3894 -1.6583 -2.4709
38 H 3.2023 -2.5912 -0.9486
39 H 1.6049 -2.5030 -0.2055
40 H 3.8953 -0.5124 0.1580
41 H 3.2342 -1.6010 1.3745
42 H 2.6468 0.0125 2.8456
43 H 1.3323 1.1494 2.4880
44 H 2.9776 1.5051 1.9474

The value obtained for the energy relative to the best compared isomer or geometry (same formula, charge and spin) is 0.0000 eV. The value obtained for the HOMO energy is -0.4068 Eh. As for the total charge: +1.

---

Entry 2:
Formula: C4H7NO
Source: the Open Molecules 2025 dataset
Level of theory: ωB97M-V/def2-TZVPD

Positions of all 13 atoms, in Å:
1 C -0.8316 0.6298 -1.1534
2 N -0.8084 -0.3734 -0.3446
3 C -1.6864 -0.3449 0.8307
4 O -0.0852 -1.3811 -0.4794
5 H -1.4617 1.4701 -0.9470
6 H -0.1887 0.6227 -2.0118
7 H -2.6990 -0.0685 0.5428
8 H -1.6857 -1.3408 1.2710
9 H -1.3058 0.3712 1.5574
10 C 2.8575 0.6748 0.2201
11 C 2.5407 -0.4753 0.1530
12 H 3.1494 1.6779 0.3269
13 H 2.2049 -1.4624 0.0343

The value obtained for the energy relative to the best compared isomer or geometry (same formula, charge and spin) is 5.3124 eV. The value obtained for the HOMO energy is -0.3260 Eh. Its SMILES is C=[N+](C)[O-].C#C.

---

Entry 3:
Formula: C18H14Cl27NO3
Source: the Open Molecules 2025 dataset
Level of theory: ωB97M-V/def2-TZVPD

Positions of all 63 atoms, in Å:
1 O 3.0535 -2.6540 -2.8564
2 C 1.9970 -2.5786 -3.3949
3 C 0.6529 -2.1251 -2.7582
4 C -0.2309 -2.2066 -3.7855
5 C -1.7541 -1.8820 -3.8216
6 C -2.1330 -0.6768 -4.5440
7 C -3.5768 -0.3814 -4.6328
8 C -4.5036 -1.3264 -3.9913
9 C -3.9089 -2.4494 -3.2815
10 N -2.5603 -2.7592 -3.1746
11 C 0.4694 -2.7484 -5.0778
12 O -0.0816 -3.0218 -6.0866
13 O 1.8270 -2.8749 -4.7633
14 H 0.4177 -1.8038 -1.7239
15 H -1.3914 -0.0010 -5.0379
16 H -3.9953 0.4969 -5.1678
17 H -5.6079 -1.2240 -4.0230
18 H -4.6227 -3.1435 -2.7696
19 Cl -4.5591 0.1234 0.4838
20 C -3.6955 -1.4096 0.6753
21 Cl -3.2188 -2.0900 -0.8951
22 Cl -2.2827 -1.1940 1.7156
23 H -4.3661 -2.1169 1.1538
24 Cl -1.2071 1.4187 5.1727
25 C -1.5400 2.4107 3.7517
26 Cl -0.6535 1.7836 2.3589
27 Cl -3.2885 2.4955 3.4054
28 H -1.1877 3.4177 3.9512
29 Cl -3.0352 2.9367 0.2131
30 C -2.6259 3.0316 -1.4992
31 Cl -2.6132 1.4261 -2.2288
32 Cl -3.7585 4.0924 -2.3542
33 H -1.6300 3.4539 -1.5895
34 Cl -4.9235 3.9596 8.4285
35 C -4.4636 2.3209 7.9482
36 Cl -4.0427 2.2705 6.2324
37 Cl -3.1165 1.7397 8.9347
38 H -5.3141 1.6664 8.1111
39 Cl 3.8290 1.4070 -5.2874
40 C 4.7112 -0.1105 -5.0739
41 Cl 5.1682 -0.7878 -6.6392
42 Cl 6.1398 0.1376 -4.0621
43 H 4.0585 -0.8184 -4.5721
44 Cl 8.4601 -2.7843 -1.5785
45 C 8.6438 -1.0644 -1.2102
46 Cl 8.0663 -0.7141 0.4221
47 Cl 10.3295 -0.5670 -1.3934
48 H 8.0412 -0.4970 -1.9152
49 Cl 11.7655 -4.8025 0.3719
50 C 11.6418 -5.2561 -1.3310
51 Cl 13.1176 -4.8196 -2.2003
52 Cl 11.3131 -6.9853 -1.4929
53 H 10.8133 -4.7086 -1.7696
54 Cl -0.8683 3.4786 12.9269
55 C -0.3406 3.5563 11.2422
56 Cl -0.2900 1.9375 10.5308
57 Cl -1.3998 4.6176 10.3077
58 H 0.6626 3.9696 11.2180
59 Cl -8.7899 3.8961 0.2817
60 C -7.2511 3.3570 -0.4019
61 Cl -5.9623 3.4566 0.8029
62 Cl -7.3922 1.7102 -1.0282
63 H -6.9959 4.0143 -1.2273

The value obtained for the HOMO energy is -0.3578 Eh. Its SMILES is O=C1C=C(c2ccccn2)C(=O)O1.ClC(Cl)Cl.ClC(Cl)Cl.ClC(Cl)Cl.ClC(Cl)Cl.ClC(Cl)Cl.ClC(Cl)Cl.ClC(Cl)Cl.ClC(Cl)Cl.ClC(Cl)Cl.

---

Entry 4:
Formula: C21H25N3O5
Source: the Open Molecules 2025 dataset
Level of theory: ωB97M-V/def2-TZVPD

Positions of all 54 atoms, in Å:
1 C 2.9511 1.7285 -1.4340
2 C 1.6566 1.3623 -0.7664
3 C 1.2662 0.0400 -0.6402
4 C 0.0757 -0.2644 0.0059
5 C -0.2611 -1.7108 0.2633
6 O -0.3834 -2.5262 -0.6380
7 N -0.4309 -2.0072 1.5649
8 C -0.6505 -3.3629 2.0169
9 C 0.5474 -4.2833 1.7416
10 C 0.5427 -5.5731 2.5671
11 C -0.7871 -6.3133 2.4608
12 C 1.6902 -6.4628 2.0767
13 C 3.0314 -5.7340 2.0504
14 C 2.9307 -4.4105 1.2933
15 N 1.8485 -3.6096 1.8647
16 C 2.0890 -2.7556 2.9021
17 O 1.3238 -2.5889 3.8406
18 C 3.3219 -1.9160 2.7872
19 C 3.8325 -1.4240 1.5379
20 C 4.8839 -0.5873 1.5146
21 C 5.5400 -0.1682 2.7401
22 O 6.4950 0.5430 2.8451
23 O 4.9871 -0.6807 3.9185
24 C 3.9239 -1.4931 3.9111
25 N -0.7158 0.6552 0.5445
26 C -0.3591 1.9316 0.3922
27 C 0.8078 2.3386 -0.2381
28 C 1.1706 3.7922 -0.3499
29 O 0.2107 4.5816 0.3249
30 H 3.6405 2.1897 -0.7226
31 H 3.4355 0.8481 -1.8534
32 H 2.7946 2.4461 -2.2416
33 H 1.8641 -0.7596 -1.0605
34 H -0.3546 -1.2701 2.2452
35 H -0.8716 -3.3262 3.0790
36 H -1.5074 -3.7781 1.4849
37 H 0.4867 -4.5585 0.6833
38 H 0.7218 -5.2943 3.6112
39 H -1.0401 -6.5018 1.4139
40 H -0.7270 -7.2781 2.9669
41 H -1.6074 -5.7537 2.9101
42 H 1.7581 -7.3559 2.7017
43 H 1.4460 -6.8047 1.0638
44 H 3.3554 -5.5194 3.0739
45 H 3.7996 -6.3611 1.5930
46 H 3.8715 -3.8685 1.3568
47 H 2.7043 -4.5815 0.2374
48 H 3.3413 -1.7215 0.6199
49 H 5.2922 -0.1806 0.6011
50 H 3.5972 -1.7675 4.9040
51 H -1.0248 2.6727 0.8129
52 H 2.1702 3.9494 0.0738
53 H 1.2222 4.0684 -1.4109
54 H 0.4468 5.5071 0.2240

The value obtained for the energy relative to the best compared isomer or geometry (same formula, charge and spin) is 1.6931 eV. The value obtained for the HOMO energy is -0.3406 Eh. Its SMILES is Cc1cc(C(=O)NC[C@@H]2[C@@H](C)CCCN2C(=O)c2ccc(=O)oc2)ncc1CO.

---

Entry 5:
Formula: C3H6INO3
Source: the Open Molecules 2025 dataset
Level of theory: ωB97M-V/def2-TZVPD

Positions of all 14 atoms, in Å:
1 N -0.1597 1.0381 -0.7535
2 C 0.4165 -0.0700 -0.1244
3 I 2.4207 -0.6561 -1.0169
4 C 0.6566 0.1956 1.3583
5 O 1.4644 -0.7462 1.9877
6 H 0.3032 1.9071 -0.5152
7 H -0.2261 0.9631 -1.7607
8 H -0.1587 -0.9789 -0.2828
9 H -0.3277 0.2763 1.8461
10 H 1.1764 1.1527 1.4724
11 H 1.1103 -1.6339 1.8552
12 O -2.6859 -0.3326 -0.3189
13 C -2.2046 -0.4672 -1.3482
14 O -1.7854 -0.6482 -2.3992

The value obtained for the energy relative to the best compared isomer or geometry (same formula, charge and spin) is 0.0000 eV. The value obtained for the HOMO energy is -0.3357 Eh. Its SMILES is N[C@@H](I)CO.O=C=O.

---

Entry 6:
Formula: C6H10N2
Source: the Open Molecules 2025 dataset
Level of theory: ωB97M-V/def2-TZVPD

Positions of all 18 atoms, in Å:
1 C -1.3634 0.7108 0.3502
2 C -0.5239 0.9711 -0.9530
3 C 0.2497 -0.3074 -1.4427
4 N 0.9111 -1.0606 -0.3921
5 C -0.0054 -1.8817 0.4732
6 C 0.5561 -0.7033 0.9584
7 C -0.0848 0.6473 1.1405
8 N 0.5789 1.4774 -0.0214
9 H -2.0800 1.5438 0.5518
10 H -2.0197 -0.2103 0.1376
11 H -0.8877 1.6829 -1.7243
12 H -0.6106 -0.9343 -1.8488
13 H 0.9000 0.0688 -2.1405
14 H 0.3361 -2.8601 0.6911
15 H -1.0807 -1.9552 0.1687
16 H 1.5608 -0.4742 1.5514
17 H -0.0427 1.0033 2.1428
18 H 0.5252 2.5969 0.2049

The value obtained for the energy relative to the best compared isomer or geometry (same formula, charge and spin) is 4.3090 eV. The value obtained for the HOMO energy is -0.3131 Eh. Its SMILES is C1[C@@H]2CN3C[C@@H]3[C@H]1N2.

---

Entry 7:
Formula: C26H50DyP2Si
Source: the Open Molecules 2025 dataset
Level of theory: ωB97M-V/def2-TZVPD

Positions of all 80 atoms, in Å:
1 Dy 0.0309 -0.3198 2.1067
2 C -0.7530 -2.5073 3.0468
3 C 0.5553 -2.7998 2.5384
4 C 0.7845 -1.2762 4.2778
5 C -0.6112 -1.5831 4.1402
6 C 1.4998 -2.0206 3.2799
7 C -2.0356 -3.0537 2.5378
8 H -1.9471 -3.4090 1.5068
9 H -2.8321 -2.3001 2.5553
10 H -2.3739 -3.9018 3.1480
11 C -1.7098 -0.9778 4.9434
12 H -2.6978 -1.2975 4.5951
13 H -1.7067 0.1256 4.9190
14 H -1.6173 -1.2667 6.0015
15 C 1.3759 -0.3253 5.2601
16 H 1.4165 -0.7780 6.2632
17 H 0.8009 0.6071 5.3545
18 H 2.4006 -0.0376 4.9949
19 C 2.9717 -2.0077 3.0900
20 H 3.4681 -2.6641 3.8176
21 H 3.3887 -1.0021 3.2186
22 H 3.2585 -2.3503 2.0920
23 C 0.8851 -3.7592 1.4539
24 H 1.1401 -4.7531 1.8500
25 H 1.7447 -3.4184 0.8687
26 H 0.0441 -3.8923 0.7680
27 C -1.6053 0.8541 -4.6641
28 C -1.6871 -0.4797 -4.7373
29 C -0.8776 -1.3900 -5.6121
30 C 0.5343 -0.9046 -6.0252
31 C 1.4148 -0.4446 -4.8944
32 C 1.4649 0.7870 -4.3684
33 C 0.6960 1.9876 -4.8387
34 C -0.6905 1.7282 -5.4746
35 H -1.4417 -1.6134 -6.5358
36 H 0.4497 -0.1567 -6.8261
37 H -0.7697 -2.3584 -5.0941
38 H -0.5699 1.3627 -6.5046
39 H -2.3036 1.4055 -4.0246
40 H -2.4940 -0.9881 -4.1958
41 H -1.1831 2.7122 -5.5531
42 H 0.5610 2.6658 -3.9812
43 H 2.2212 1.0109 -3.6088
44 H 1.2973 2.5547 -5.5721
45 H 1.0358 -1.7774 -6.4754
46 H 2.1203 -1.2082 -4.5430
47 P -1.2149 -0.3168 -0.3576
48 C -2.6995 0.6565 -0.7492
49 C -1.3889 -1.6221 -1.6157
50 P 1.7182 0.2757 -0.0069
51 C 0.2275 0.6331 -1.0831
52 C 2.7065 -0.7320 -1.1627
53 C 2.7096 1.7967 -0.0188
54 H -2.8131 1.5240 -0.0899
55 H -3.5757 0.0132 -0.6014
56 H -2.6740 0.9826 -1.7995
57 H -1.4425 -1.1238 -2.5962
58 H -2.3226 -2.1775 -1.4491
59 H -0.5427 -2.3171 -1.6229
60 H 2.8472 2.1311 -1.0570
61 H 3.6915 1.5659 0.4119
62 H 2.2624 2.5984 0.5754
63 H 0.0150 1.7081 -1.1291
64 H 0.4288 0.2709 -2.1027
65 H 3.7234 -0.8452 -0.7605
66 H 2.7565 -0.2079 -2.1329
67 H 2.2633 -1.7225 -1.3121
68 C -2.4818 2.6073 3.2475
69 Si -0.7312 2.4991 2.5446
70 C -0.7043 3.6863 1.0664
71 C 0.3830 3.2755 3.8597
72 H -3.1952 2.0671 2.6056
73 H -2.8017 3.6592 3.3044
74 H -2.5426 2.1788 4.2608
75 H -1.4162 3.3845 0.2841
76 H 0.2923 3.7469 0.6051
77 H -0.9809 4.7051 1.3802
78 H 0.2153 4.3618 3.9225
79 H 0.1885 2.8504 4.8572
80 H 1.4453 3.1082 3.6233

The value obtained for the HOMO energy (alpha / beta) is -0.3610 / -0.3613 Eh. The expectation value of S² is 9.340. As for the spin multiplicity: 6. As for the total charge: +1.

---

Entry 8:
Formula: HHgLiO2
Source: the Open Molecules 2025 dataset
Level of theory: ωB97M-V/def2-TZVPD

Positions of all 5 atoms, in Å:
1 O 0.3005 -0.4151 -0.4936
2 O -0.7073 0.4440 0.0682
3 Li -1.3136 -1.4362 0.9521
4 Hg 0.5162 1.9319 -0.6201
5 H 1.2043 -0.5247 0.0934

The value obtained for the energy relative to the best compared isomer or geometry (same formula, charge and spin) is 0.0000 eV. The value obtained for the HOMO energy (alpha / beta) is -0.1419 / -0.3771 Eh. The expectation value of S² is 2.007. As for the spin multiplicity: 3.